The following is a DFT calculation (ωB97M-V with the def2-TZVPD basis set) of C40H40F6NOSSeTeZn as an isolated structure.

Geometry as ORCA input:
```
! wB97M-V def2-TZVPD RIJCOSX def2/J DEFGRID3
* xyz -1 1
Zn 0.39 0.13 -0.97
C 2.23 -3.36 2.64
C 2.68 -2.26 1.67
C 2.30 -2.64 0.25
C 2.31 -0.87 2.22
C 3.20 -0.39 3.18
C 2.99 0.82 3.82
C 1.87 1.56 3.50
C 0.95 1.13 2.54
C -0.20 2.08 2.26
C -1.58 1.49 1.98
C 0.20 3.08 1.16
C 1.18 -0.09 1.88
N 0.29 -0.56 0.88
C -0.60 -1.50 1.29
C -0.90 -1.81 2.64
C -1.83 -2.78 2.98
C -2.52 -3.49 2.02
C -2.26 -3.22 0.68
C -1.34 -2.26 0.37
F -1.08 -2.03 -0.95
H 2.67 -4.32 2.33
H 1.15 -3.47 2.63
H 2.55 -3.15 3.66
H 3.78 -2.25 1.70
H 1.25 -2.90 0.16
H 2.88 -3.52 -0.04
H 2.51 -1.85 -0.47
H 4.07 -0.98 3.42
H 3.69 1.18 4.56
H 1.69 2.51 3.99
H -0.30 2.66 3.18
H -1.63 1.03 0.99
H -2.32 2.29 2.00
H -1.85 0.74 2.72
H 0.41 2.56 0.22
H 1.11 3.62 1.44
H -0.60 3.79 0.98
H -0.37 -1.28 3.42
H -2.01 -2.97 4.03
H -3.25 -4.25 2.30
H -2.76 -3.75 -0.13
C -4.38 6.10 0.68
C -3.65 4.99 -0.03
C -4.12 3.68 0.02
C -3.46 2.64 -0.63
C -4.05 1.26 -0.52
C -2.29 2.90 -1.36
Te -1.37 1.34 -2.47
C -1.80 4.22 -1.41
C -0.53 4.62 -2.12
C -2.50 5.23 -0.75
H -5.31 5.75 1.12
H -4.61 6.92 0.00
H -3.77 6.52 1.49
H -5.02 3.46 0.58
H -4.90 1.26 0.16
H -3.31 0.54 -0.16
H -4.37 0.89 -1.49
H -0.13 3.81 -2.72
H 0.23 4.90 -1.39
H -0.71 5.48 -2.76
H -2.11 6.25 -0.80
F 7.00 0.82 2.18
C 6.01 0.74 1.28
C 6.01 -0.27 0.33
F 7.00 -1.17 0.32
C 4.99 -0.33 -0.60
F 5.05 -1.33 -1.49
C 3.94 0.58 -0.63
Se 2.59 0.49 -1.98
C 3.98 1.57 0.34
F 3.03 2.51 0.38
C 4.99 1.67 1.28
F 5.01 2.66 2.17
C 0.89 -2.24 -5.40
S 0.72 -2.43 -3.63
O 0.29 -1.07 -3.17
C -0.77 -3.42 -3.63
C -0.68 -4.78 -3.38
C -1.84 -5.53 -3.32
C -3.07 -4.92 -3.48
C -3.15 -3.55 -3.71
C -1.99 -2.79 -3.78
H -0.01 -1.78 -5.79
H 1.06 -3.22 -5.86
H 1.76 -1.60 -5.56
H 0.29 -5.24 -3.22
H -1.78 -6.60 -3.12
H -3.98 -5.51 -3.42
H -4.11 -3.07 -3.81
H -2.03 -1.71 -3.89
*
```

The calculation puts the LUMO energy at 2.149 eV. Its total energy is -193867.6917 eV. The energy above the lowest of the compared OMol25 structures with the same formula, charge and spin comes out at 36.4 kJ/mol. For the molar mass, the calculation gives 968.77 g mol⁻¹. The value obtained for the largest force on an atom is 0.0080 Eh/bohr.

Results of the Mulliken charge analysis, in e, for atoms 1 through 4:
1 Zn 1.5333
2 C -1.5552
3 C 0.1251
4 C -1.2033